No. 1
{
  "formula": "C5H7N3",
  "method": "ωB97M-V/def2-TZVPD",
  "charge": 0,
  "multiplicity": 1,
  "gap_ev": [8.13, 7.81],
  "e_tot_ev": -9763.836,
  "symbols": ["N", "C", "C", "C", "N", "C", "C", "N", "H", "H", "H", "H", "H", "H", "H"],
  "xyz": [[-0.00100, -0.04200, -0.07440], [0.48077, -1.18219, 0.68544], [-0.60926, -0.29141, -1.21827], [0.15812, 1.17831, 0.44752], [0.97981, -0.83344, 1.89002], [-1.74453, -0.15610, -1.83505], [0.72298, 2.29833, 0.08851], [0.47351, -2.36677, 0.26394], [1.20338, -1.57507, 2.52660], [0.74645, 0.08413, 2.23554], [0.12124, -2.47873, -0.68218], [-1.84261, -0.42414, -2.87357], [0.62633, 3.17980, 0.70005], [-2.65262, 0.20051, -1.35092], [1.33743, 2.40878, -0.80320]],
  "forces_ev_per_a": [[0.0, -0.1, 0.0], [0.2, -0.7, 0.1], [0.1, -0.2, -0.6], [-0.2, 0.6, 0.5], [0.0, 0.4, 0.1], [-0.4, 0.1, 0.0], [0.2, 0.2, -0.2], [-0.1, -0.4, -0.1], [0.0, -0.1, 0.0], [0.0, -0.1, 0.1], [0.0, 0.2, 0.0], [0.1, 0.0, -0.2], [-0.1, 0.2, 0.1], [0.1, 0.0, 0.2], [0.0, -0.2, -0.1]],
  "lowdin_charge": [-0.07, -0.49, -0.09, -0.12, 0.14, 0.03, 0.01, 0.15, 0.11, 0.08, 0.04, 0.05, 0.04, 0.07, 0.06]
}

No. 2
{
  "formula": "C5H7N3",
  "method": "ωB97M-V/def2-TZVPD",
  "charge": 0,
  "multiplicity": 3,
  "gap_ev": [7.67, 8.97],
  "e_tot_ev": -9762.579,
  "s2": 2.007,
  "symbols": ["C", "C", "C", "C", "C", "N", "N", "N", "H", "H", "H", "H", "H", "H", "H"],
  "xyz": [[2.05624, 0.59403, -0.33469], [-0.18670, -0.78524, -0.81656], [0.71813, 0.10257, 0.11384], [-1.70972, -0.67936, -0.66468], [0.32453, 1.16214, 1.01943], [3.05374, 1.10272, -0.51715], [0.30440, -1.90243, 0.12965], [0.99597, -1.14926, 0.81617], [0.16125, -0.94091, -1.80337], [-2.04223, -0.66192, 0.39932], [-2.02922, -1.56274, -1.13789], [-2.21529, 0.19320, -1.14029], [-0.71869, 1.09197, 1.49269], [0.30257, 2.26684, 0.61227], [0.98501, 1.16840, 1.83127]],
  "forces_ev_per_a": [[-2.0, -0.8, -0.6], [-0.7, 1.3, 2.2], [1.7, 0.0, -1.7], [0.4, 1.4, 0.7], [-4.3, 4.0, 0.9], [1.6, 0.6, -0.4], [-1.5, -2.0, -1.8], [1.3, 0.2, 2.3], [0.4, -0.1, -0.9], [0.5, -0.2, -0.8], [-1.0, -1.1, -0.4], [0.8, -0.5, 0.0], [1.3, -0.5, -0.8], [0.4, -2.3, 0.2], [1.1, 0.0, 1.2]],
  "lowdin_charge": [-0.17, -0.19, -0.47, -0.05, -0.07, 0.17, 0.05, 0.05, 0.12, 0.09, 0.06, 0.10, 0.11, 0.14, 0.07]
}

No. 3
{
  "formula": "C5H7N3O",
  "method": "ωB97M-V/def2-TZVPD",
  "charge": 0,
  "multiplicity": 1,
  "gap_ev": 7.55,
  "e_tot_ev": -11810.631,
  "smiles": "[H]/N=C\\C(N=C)=N/[H].C=C=O",
  "symbols": ["H", "N", "C", "C", "N", "C", "N", "H", "H", "H", "H", "C", "C", "O", "H", "H"],
  "xyz": [[1.23491, -0.93337, 2.18340], [0.92680, -1.74920, 1.64370], [0.12951, -1.43377, 0.72597], [-0.44632, 0.11858, 0.54596], [-1.59974, -0.03482, -0.23829], [-1.80724, 0.44345, -1.38100], [-0.55206, 0.85993, 1.62382], [-0.85609, 0.33757, 2.44384], [-0.23494, -2.21429, 0.05353], [-1.04635, 0.97281, -1.96531], [-2.77027, 0.27540, -1.85138], [1.11719, 1.04771, -0.42805], [1.58282, -0.05686, -1.06979], [1.75600, -0.87724, -1.86266], [1.09662, 1.97577, -0.99335], [1.46917, 1.26833, 0.56961]],
  "forces_ev_per_a": [[-0.3, 0.2, 0.1], [0.3, -0.2, -0.2], [-0.1, 1.5, -0.1], [-1.6, -2.7, 2.9], [0.4, 0.7, -1.3], [0.0, -0.2, -0.2], [0.0, 0.2, -0.7], [0.8, 0.0, -0.1], [-0.1, 0.2, 0.0], [-0.1, 0.2, 0.2], [0.0, 0.0, 0.0], [1.3, -0.5, 0.3], [-0.3, 1.0, -1.8], [0.0, 0.3, 1.3], [-0.3, -0.3, -0.5], [0.0, -0.4, 0.1]],
  "lowdin_charge": [0.05, 0.10, -0.20, -0.54, 0.05, -0.01, 0.01, 0.04, 0.10, 0.08, 0.07, -0.01, -0.17, 0.23, 0.11, 0.09]
}

No. 4
{
  "formula": "C5H7N3O",
  "method": "ωB97M-V/def2-TZVPD",
  "charge": 0,
  "multiplicity": 1,
  "gap_ev": 9.00,
  "e_tot_ev": -11816.189,
  "smiles": "Cc1ncc(C(N)=O)[nH]1",
  "symbols": ["C", "C", "N", "C", "C", "C", "N", "O", "N", "H", "H", "H", "H", "H", "H", "H"],
  "xyz": [[-3.19877, -0.81003, -0.05453], [-1.91678, -0.06323, 0.07081], [-1.76831, 1.25091, -0.01061], [-0.42718, 1.48634, 0.07174], [0.25699, 0.30596, 0.26195], [1.70845, 0.09846, 0.40660], [2.34414, -0.63594, -0.52929], [2.34996, 0.71874, 1.25834], [-0.72151, -0.66913, 0.25002], [-3.21274, -1.68444, 0.60904], [-4.03256, -0.14813, 0.20326], [-3.34071, -1.16452, -1.08600], [-0.00073, 2.48172, -0.02738], [2.15639, -1.62834, -0.56423], [3.15181, -0.25520, -1.02630], [-0.59607, -1.67102, 0.31662]],
  "forces_ev_per_a": [[-0.1, -0.1, 0.0], [-0.2, 1.0, 0.0], [-0.3, -0.7, -0.4], [0.5, -0.3, 0.4], [-0.8, 0.2, 0.2], [1.0, 2.2, 2.3], [0.7, -1.5, -1.8], [-1.1, -0.3, -1.2], [0.4, -0.4, -0.2], [-0.1, 0.2, -0.1], [0.2, -0.2, -0.1], [0.0, 0.1, 0.3], [-0.2, -0.3, 0.2], [0.0, 0.3, -0.6], [-0.3, -0.5, 0.9], [0.1, 0.3, 0.1]],
  "lowdin_charge": [-0.02, -0.40, 0.10, -0.09, -0.18, -0.49, 0.13, 0.08, 0.14, 0.08, 0.08, 0.08, 0.12, 0.10, 0.12, 0.16]
}